Entry 1:
C6H30O12 | wB97M-V/def2-TZVPD

The HOMO-LUMO gap comes out at 9.63 eV. The calculation puts the molar mass at 294.29 g/mol. As for the SMILES: OCCO.OCCO.OCCO.O.O.O.O.O.O.

```
! wB97M-V def2-TZVPD RIJCOSX def2/J DEFGRID3
* xyz 0 1
O -2.626 -2.475 0.278
O 1.299 -0.066 1.528
O -0.367 -1.009 -0.387
O -1.367 1.828 1.489
O 0.963 4.694 -1.484
O -0.400 -4.675 0.833
O -0.860 1.948 5.000
O -1.982 0.768 -1.987
O 1.198 -3.500 -2.142
O 2.395 -0.460 -1.855
O -2.702 -1.306 -3.497
O 2.435 1.876 0.058
C 0.591 -3.951 0.150
C 1.898 3.727 -1.167
C 1.342 2.581 -0.379
C 0.134 -3.902 -1.334
C -1.610 2.147 2.842
C -0.737 1.426 3.710
H -0.057 -4.870 -1.588
H -2.222 -3.263 0.676
H 2.621 -0.002 -1.055
H 1.712 -2.840 -1.690
H 0.835 1.895 -1.007
H 2.687 4.223 -0.618
H 0.552 -0.801 -0.684
H 1.690 0.615 0.942
H 0.794 2.843 0.483
H -2.712 1.969 3.097
H -2.354 -0.529 -3.075
H 2.325 3.360 -2.077
H 0.567 -0.422 1.022
H -0.820 0.332 3.701
H 1.577 -4.538 0.258
H -3.275 -0.808 -4.119
H 3.153 -0.928 -2.127
H -1.671 0.926 1.316
H -0.798 -3.322 -1.445
H -0.078 2.513 5.220
H -1.581 3.271 2.898
H -2.839 1.120 -1.718
H 0.312 1.629 3.426
H -0.483 -5.610 0.503
H -1.847 -2.034 -0.057
H -1.827 1.129 -2.895
H -0.924 -0.428 -0.921
H 3.072 2.401 0.584
H 1.419 5.542 -1.346
H 0.578 -3.026 0.635
*
```



Entry 2:
C6H30O9 | wB97M-V/def2-TZVPD

The HOMO-LUMO gap comes out at 10.11 eV. The calculation puts the molar mass at 246.30 g/mol. As for the SMILES: C=CCCCC.O.O.O.O.O.O.O.O.O.

```
! wB97M-V def2-TZVPD RIJCOSX def2/J DEFGRID3
* xyz 0 1
O -2.634 0.832 2.303
O 0.336 -3.265 -2.465
O -2.432 -1.812 -3.182
O -1.379 4.330 2.035
O -0.711 1.783 -4.203
O -2.097 1.680 -1.030
O -1.893 -2.505 0.043
O -1.359 4.415 -0.914
O 0.538 -0.264 -2.220
C 2.741 -1.259 2.097
C 2.176 -2.214 1.212
C 1.162 1.641 1.091
C 0.911 -2.846 1.934
C 2.023 0.760 0.675
C 3.064 0.064 1.533
H -2.309 0.137 1.686
H 3.613 -1.606 2.760
H 1.270 2.122 2.066
H -0.385 -4.016 -2.444
H -0.521 4.070 2.343
H -1.828 5.003 -0.353
H -3.473 0.479 2.501
H 0.969 -1.124 -2.080
H 0.962 -3.870 2.171
H 0.003 -2.805 1.362
H -2.727 -2.944 -0.262
H 0.448 2.123 0.389
H 2.017 -1.252 3.059
H 4.108 0.034 1.048
H -1.505 -2.103 -0.674
H -0.604 4.261 -0.254
H 3.328 0.926 2.356
H -1.839 1.521 -0.051
H -0.977 2.613 -4.583
H 0.524 -2.131 2.865
H 2.832 -3.079 0.968
H 1.873 0.287 -0.353
H -0.530 1.958 -3.219
H 0.293 -3.384 -3.417
H -1.983 -1.111 -3.631
H 1.955 -1.654 0.320
H -1.943 -1.731 -2.434
H -0.327 -0.128 -1.710
H -1.683 2.482 -1.255
H -2.006 3.583 1.916
*
```



Entry 3:
C6H31N2O10 | wB97M-V/def2-TZVPD

The HOMO-LUMO gap (spin up / spin down) comes out at 8.08 / 3.63 eV. The calculation puts the molar mass at 291.32 g/mol.

```
! wB97M-V def2-TZVPD RIJCOSX def2/J DEFGRID3
* xyz 2 2
O -3.310 -2.005 -2.185
O 0.940 -1.226 -0.729
O -0.619 -3.041 -1.971
O 3.826 -1.564 0.939
O -0.206 0.764 4.258
O 4.009 0.283 -1.651
O -1.525 -3.460 0.401
O 1.680 -1.840 3.356
O 0.908 2.342 2.326
O -0.328 -1.701 1.687
N -2.251 0.500 -0.841
N -1.500 0.881 1.184
C -1.556 2.622 -2.020
C -2.095 -0.032 0.410
C 0.741 2.732 -3.015
C -0.266 3.454 -1.962
C -1.470 2.100 0.574
C -1.859 1.871 -0.723
H -3.855 -2.749 -2.404
H 0.378 2.577 -4.064
H 4.611 -1.986 1.221
H 0.229 3.459 -1.027
H 0.359 -1.194 0.067
H -0.402 1.501 3.747
H 1.427 -0.937 3.592
H -2.386 -2.285 -2.080
H -1.541 0.793 2.260
H -0.579 -2.713 1.566
H -2.404 3.269 -2.221
H 1.844 -1.363 -0.300
H -1.136 2.906 1.101
H 0.103 -2.435 -1.768
H 1.031 1.795 -2.574
H 0.374 -1.904 2.296
H 0.764 1.635 1.665
H -1.073 -3.750 -0.453
H -1.898 -4.257 0.718
H -1.470 1.760 -2.884
H 1.532 -2.311 4.188
H -0.250 -3.434 -2.757
H 3.144 -1.448 1.651
H -2.210 -1.097 0.622
H 1.731 3.416 -2.913
H -0.578 4.442 -2.490
H -2.607 0.166 -1.734
H 3.523 0.260 -0.849
H 1.833 2.509 2.213
H -0.175 1.215 5.103
H 4.561 -0.521 -1.532
*
```



Entry 4:
C6H31NO11 | wB97M-V/def2-TZVPD

The HOMO-LUMO gap comes out at 9.76 eV. The calculation puts the molar mass at 293.31 g/mol. As for the SMILES: C=CCCC(=O)NC.O.O.O.O.O.O.O.O.O.O.

```
! wB97M-V def2-TZVPD RIJCOSX def2/J DEFGRID3
* xyz 0 1
O 0.129 -3.611 -1.420
O -1.898 1.565 1.903
O -0.717 -3.111 1.362
O 0.625 3.582 -1.703
O -2.699 -0.436 -2.959
O -3.178 -2.084 1.629
O 0.081 -0.358 2.103
O 3.471 3.022 1.032
O -0.164 -1.320 -2.709
O 0.223 3.461 1.057
O -3.766 -0.698 -0.633
N 2.202 -1.051 2.136
C -0.701 0.353 -0.523
C 1.652 0.587 0.432
C -1.236 1.457 -1.002
C 3.483 -1.367 1.422
C 1.252 -0.192 1.594
C 0.848 0.112 -0.788
H -2.606 0.455 -3.119
H -4.378 -1.375 -0.842
H 4.275 -1.415 2.233
H 3.410 -2.316 0.843
H 2.636 3.439 1.154
H 1.521 1.672 0.715
H 1.025 -3.433 -1.067
H -0.267 -2.336 1.612
H 1.234 0.571 -1.784
H 1.531 3.332 -1.588
H 3.808 -0.555 0.765
H -3.452 -1.404 2.146
H -1.665 -3.027 1.569
H -0.751 2.000 -1.838
H 1.820 -1.741 2.927
H -1.884 -0.823 -2.718
H -1.114 -0.396 0.222
H -0.535 2.962 1.455
H 0.940 -1.116 -0.989
H 2.728 0.729 0.303
H -2.203 1.174 1.014
H -0.228 -3.491 -0.495
H -0.151 -1.496 -3.615
H -2.237 1.670 -0.811
H -3.283 -0.425 -1.329
H 0.353 3.153 0.169
H -0.239 -2.238 -2.395
H 0.747 4.440 -2.150
H -3.292 -1.667 0.695
H 3.813 2.714 1.887
H -1.160 1.033 2.101
*
```



Entry 5:
C6H32N2O9 | wB97M-V/def2-TZVPD

The HOMO-LUMO gap comes out at 10.48 eV. The calculation puts the molar mass at 276.33 g/mol.

```
! wB97M-V def2-TZVPD RIJCOSX def2/J DEFGRID3
* xyz 2 1
O 1.696 -0.133 -2.478
O -0.601 -4.513 -0.548
O 1.767 -2.758 -0.738
O 2.528 -1.323 1.359
O -3.566 1.579 1.333
O -2.001 2.783 2.978
O 3.670 1.198 2.496
O -0.253 -3.440 -2.905
O 1.358 3.270 2.280
N -0.826 3.322 0.627
N -2.013 -2.077 -1.643
C -1.794 -0.922 -0.850
C -0.240 2.121 -0.325
C 1.268 2.239 -0.498
C -0.599 0.832 0.436
C -1.524 -2.045 -2.913
C -0.611 -0.345 -0.544
H -2.839 -0.341 -0.501
H 2.500 -0.405 1.560
H 2.087 -2.147 0.032
H 0.369 -0.726 -0.857
H -2.951 2.438 2.994
H -0.799 4.253 0.092
H 2.325 3.584 2.048
H 2.275 -0.696 -2.994
H -1.584 0.869 1.040
H -0.316 3.468 1.470
H -1.007 -4.968 0.091
H 4.222 1.953 2.195
H -1.739 2.992 1.021
H 1.620 2.701 -1.426
H 0.092 0.716 1.265
H 3.049 -1.588 2.155
H -0.537 -3.998 -2.199
H -1.862 3.326 3.741
H 2.316 -3.501 -0.902
H -2.145 -2.683 -3.628
H 0.139 -3.924 -0.154
H 1.626 -0.789 -1.643
H -4.054 1.902 0.609
H 1.783 2.641 0.445
H -3.797 0.697 1.494
H 1.370 3.813 2.960
H 0.655 -3.222 -2.728
H 1.682 1.280 -0.885
H -2.542 -2.960 -1.188
H -0.792 -1.160 -3.221
H 3.793 1.085 3.452
H -0.851 2.098 -1.275
*
```



Entry 6:
C6H32NO10 | wB97M-V/def2-TZVPD

The HOMO-LUMO gap comes out at 9.41 eV. The calculation puts the molar mass at 278.32 g/mol.

```
! wB97M-V def2-TZVPD RIJCOSX def2/J DEFGRID3
* xyz -1 1
O -0.671 2.934 0.228
O 2.291 -1.483 -2.554
O 4.528 -0.355 -1.461
O -1.700 1.081 1.667
O -3.060 3.016 -0.824
O -2.134 -3.235 0.210
O 1.313 3.188 -1.258
O 0.280 -3.982 1.111
O -3.388 -1.100 1.462
O 2.902 1.553 -2.446
N -0.106 -0.764 -0.047
C -0.382 -0.228 -1.409
C -0.193 -0.452 2.881
C -0.948 0.911 2.856
C 1.114 -0.480 2.094
C 0.989 -0.032 0.639
C -1.610 -0.887 -2.006
H -1.430 -1.956 -2.178
H -2.829 -0.303 1.474
H -2.943 -1.828 1.009
H 1.532 -1.489 2.136
H 2.528 -0.634 -2.959
H 0.030 -0.694 3.918
H 4.025 0.432 -1.752
H -0.946 -0.606 0.503
H 0.521 -0.410 -2.032
H 1.931 -0.245 0.133
H 0.421 2.997 -0.583
H -1.193 1.789 1.029
H -3.378 2.241 -0.355
H -1.648 0.966 3.689
H -1.892 -0.415 -2.931
H -0.264 1.773 2.937
H 3.472 2.200 -2.874
H -0.520 0.879 -1.412
H 1.858 0.160 2.603
H -1.590 -2.656 -0.361
H -1.471 -3.748 0.725
H 1.462 -1.343 -2.069
H 3.877 -1.040 -1.654
H 0.924 -4.307 0.458
H 0.889 3.706 -1.943
H -0.583 3.704 0.784
H 0.372 -3.016 1.038
H -0.915 -1.197 2.548
H -2.120 3.083 -0.453
H 2.230 2.101 -1.877
H -2.445 -0.877 -1.292
H 0.867 1.047 0.600
*
```



Entry 7:
C6H32NO11 | wB97M-V/def2-TZVPD

The HOMO-LUMO gap comes out at 9.36 eV. The calculation puts the molar mass at 294.32 g/mol.

```
! wB97M-V def2-TZVPD RIJCOSX def2/J DEFGRID3
* xyz -1 1
O -1.412 1.397 -3.785
O 0.186 2.263 -1.947
O -1.084 3.495 0.119
O -0.995 -4.649 -0.290
O -3.498 2.064 -0.186
O 1.358 -2.668 -3.549
O 2.524 4.125 2.403
O 0.580 -4.849 1.745
O -0.847 -2.764 -2.144
O -1.535 -1.117 -3.940
O 3.111 0.326 -0.498
N 2.486 1.357 2.873
C 2.914 1.340 0.488
C 2.063 0.738 1.633
C -2.502 -0.831 2.370
C 0.600 1.193 1.289
C -0.507 0.589 2.154
C -1.473 -0.121 1.567
H 0.115 -4.686 0.883
H -1.426 -3.376 -2.635
H -0.538 2.910 0.654
H 3.361 0.867 3.155
H -2.261 -0.932 3.430
H 3.911 1.625 0.906
H 1.827 1.096 3.598
H -0.260 -4.957 2.231
H -1.362 0.356 -3.711
H -2.644 2.096 -0.620
H 2.403 -0.318 -0.323
H -1.270 -1.632 -3.021
H -1.416 -0.221 0.476
H 1.269 -3.555 -3.907
H -3.223 1.993 0.735
H 2.198 -0.354 1.712
H -2.654 -1.870 1.955
H 0.653 1.412 -1.857
H -0.441 0.837 3.195
H 1.618 4.152 2.104
H -0.737 3.312 -0.786
H 0.414 0.915 0.245
H -0.891 -3.829 -0.889
H 2.767 3.211 2.670
H -0.654 -1.173 -4.367
H 0.518 -2.687 -2.990
H 2.583 2.290 0.087
H -0.361 -5.277 -0.632
H -3.457 -0.239 2.231
H 0.494 2.261 1.514
H -2.306 1.573 -3.488
H -0.202 2.307 -2.855
*
```



Entry 8:
C6H32NO8 | wB97M-V/def2-TZVPD

The HOMO-LUMO gap comes out at 11.82 eV. The calculation puts the molar mass at 246.32 g/mol.

```
! wB97M-V def2-TZVPD RIJCOSX def2/J DEFGRID3
* xyz 1 1
O 0.069 0.735 -3.384
O -2.006 -2.266 1.614
O -1.741 -1.251 -2.911
O 3.309 0.293 2.496
O -1.201 -2.924 -0.874
O 3.445 2.378 0.471
O 1.361 -1.548 2.771
O -3.873 -1.967 -0.227
N 1.807 1.333 -1.276
C -0.938 1.436 -0.379
C 1.216 -1.008 -0.851
C 0.549 1.915 1.577
C 1.389 0.341 -0.196
C -2.287 1.606 0.285
C 0.132 0.875 0.560
H 3.360 1.750 1.236
H 1.321 -2.094 3.534
H 2.241 0.245 0.519
H 1.028 -1.797 -0.071
H 0.410 -1.539 2.526
H 0.384 -1.005 -1.571
H 1.121 1.270 -2.077
H 1.087 2.793 1.138
H -2.247 -1.300 1.539
H -4.831 -1.723 -0.333
H -1.439 -3.828 -0.982
H 1.877 2.276 -0.883
H -3.008 2.052 -0.421
H 3.900 0.169 3.264
H -2.736 0.646 0.619
H -0.266 1.255 -4.136
H -1.503 -1.904 -2.163
H 2.147 -1.354 -1.358
H -0.592 0.054 -3.182
H -1.039 0.760 -1.241
H -2.873 -2.694 1.387
H -2.252 2.222 1.202
H 4.068 3.066 0.653
H 2.709 1.051 -1.603
H -0.252 0.032 1.108
H 1.204 1.482 2.336
H -0.612 2.382 -0.792
H -3.443 -1.715 -1.026
H 2.571 -0.367 2.670
H -1.831 -1.815 -3.732
H -1.451 -2.618 0.004
H -0.283 2.299 2.158
*
```



Entry 9:
C6H33N2O9 | wB97M-V/def2-TZVPD

The HOMO-LUMO gap comes out at 9.58 eV. The calculation puts the molar mass at 277.33 g/mol.

```
! wB97M-V def2-TZVPD RIJCOSX def2/J DEFGRID3
* xyz 1 1
O 3.616 1.048 0.881
O 1.597 0.397 -3.271
O -1.615 2.392 -2.910
O 0.880 2.165 -1.286
O 1.609 2.956 1.276
O -3.057 -0.613 1.656
O -2.350 1.982 -0.342
O -1.006 -0.282 -3.634
O 0.072 1.190 3.475
N -0.384 0.291 0.627
N -1.740 -1.827 -0.693
C -0.298 -1.761 -0.667
C -2.255 -3.126 -0.332
C 1.987 -1.532 2.977
C 2.268 -2.014 1.790
C 1.778 -1.204 0.575
C 0.192 -1.126 0.638
H 2.098 -0.184 0.588
H 0.150 -2.765 -0.614
H -1.889 -3.896 -1.035
H 3.128 1.454 1.598
H 2.559 0.356 -3.297
H 1.560 -0.554 3.164
H 1.958 -1.948 3.987
H 1.261 3.040 -1.117
H -3.188 -1.106 2.486
H -1.333 1.467 -3.115
H -0.031 2.403 -1.569
H -0.192 -1.607 1.548
H -3.338 -3.309 -0.540
H -0.623 1.311 4.119
H -2.967 1.942 -1.091
H -2.847 2.270 0.431
H 4.443 1.533 0.810
H -1.917 2.748 -3.762
H -2.100 -3.508 0.680
H 2.737 -2.996 1.701
H -2.190 -1.329 -1.447
H 1.298 2.481 0.483
H -0.692 0.667 1.528
H -1.210 0.229 0.030
H -2.649 -1.263 1.057
H 0.187 -1.438 -1.605
H -1.080 -0.483 -4.577
H 0.770 1.845 3.656
H 2.156 -1.530 -0.395
H 1.071 3.737 1.416
H 0.202 1.002 0.182
H 1.394 0.774 -2.389
H -0.018 -0.278 -3.670
*
```



Entry 10:
C6H33NO10 | wB97M-V/def2-TZVPD

The HOMO-LUMO gap comes out at 7.61 eV. The calculation puts the molar mass at 279.33 g/mol. As for the SMILES: CC/C=C/NCC.O.O.O.O.O.O.O.O.O.O.

```
! wB97M-V def2-TZVPD RIJCOSX def2/J DEFGRID3
* xyz 0 1
O 0.219 -3.683 0.369
O -2.307 -3.403 -0.705
O 3.991 -0.569 -1.987
O 2.772 1.829 -1.958
O -0.810 4.496 0.288
O -2.732 -0.520 2.434
O -2.392 3.204 1.959
O 1.761 3.674 -0.122
O 2.714 -2.358 -0.311
O -3.774 -1.041 -0.243
N 1.212 0.138 0.978
C 0.305 -0.359 -1.114
C 0.081 -0.182 0.192
C -0.476 -1.298 -3.295
C 1.096 -0.069 2.483
C -0.801 -0.882 -1.862
C 0.487 1.292 2.967
H 0.443 1.275 4.038
H -1.290 -1.699 -1.226
H -0.821 -0.281 0.867
H -2.740 -3.822 0.089
H 0.081 -3.271 1.244
H 3.481 0.192 -1.594
H 0.294 -2.058 -3.370
H 1.728 2.877 0.350
H -1.190 4.024 1.027
H 0.840 4.041 -0.081
H -1.645 -0.189 -1.744
H 0.083 -0.500 -3.688
H -3.497 -0.728 1.833
H 2.131 -0.103 0.605
H 2.746 -1.897 -1.131
H 1.293 -0.181 -1.567
H 3.514 -2.994 -0.565
H 3.507 -0.762 -2.759
H 2.956 2.744 -1.863
H -1.403 -1.582 -3.991
H -2.975 -1.504 -0.185
H 0.176 -0.638 2.792
H -1.682 2.647 2.331
H -2.723 2.883 1.043
H -1.526 4.290 -0.358
H 2.079 -0.368 2.884
H -3.044 0.120 3.142
H 1.183 2.099 2.716
H 0.843 -3.096 -0.040
H -4.246 -1.157 -1.074
H -0.450 1.484 2.586
H 1.900 1.713 -1.763
H -1.394 -3.828 -0.619
*
```